No. 1
{"formula": "C36H111IN6O22PS", "method": "ωB97M-V with the def2-TZVPD basis set", "symbols": ["C", "C", "C", "N", "C", "C", "N", "C", "O", "C", "C", "C", "C", "S", "C", "C", "C", "N", "I", "C", "N", "C", "C", "O", "C", "C", "O", "C", "N", "P", "N", "O", "O", "H", "H", "H", "H", "H", "H", "H", "H", "H", "H", "H", "H", "H", "H", "H", "H", "H", "H", "H", "H", "H", "H", "H", "H", "H", "H", "H", "H", "H", "H", "H", "H", "H", "H", "H", "H", "H", "H", "H", "H", "H", "H", "H", "C", "O", "H", "H", "H", "H", "C", "O", "H", "H", "H", "H", "C", "O", "H", "H", "H", "H", "C", "O", "H", "H", "H", "H", "C", "O", "H", "H", "H", "H", "C", "O", "H", "H", "H", "H", "C", "O", "H", "H", "H", "H", "C", "O", "H", "H", "H", "H", "C", "O", "H", "H", "H", "H", "C", "O", "H", "H", "H", "H", "C", "O", "H", "H", "H", "H", "C", "O", "H", "H", "H", "H", "C", "O", "H", "H", "H", "H", "C", "O", "H", "H", "H", "H", "C", "O", "H", "H", "H", "H", "C", "O", "H", "H", "H", "H", "C", "O", "H", "H", "H", "H"], "xyz": [[-2.86, -2.28, 4.33], [-2.08, -1.34, 3.39], [-0.89, -2.04, 2.67], [-1.03, -2.12, 1.24], [-1.04, -0.92, 0.46], [0.32, -0.12, 0.43], [0.24, 0.83, 1.57], [1.55, -0.96, 0.74], [1.51, -2.23, 0.14], [2.57, -3.04, 0.63], [3.95, -2.70, 0.01], [4.89, -2.13, 1.10], [0.54, 0.79, -0.86], [1.38, -0.22, -2.18], [1.52, 1.95, -0.52], [0.91, 3.30, -0.08], [1.97, 4.12, 0.71], [-0.73, 1.28, -1.47], [-0.32, 2.42, -3.27], [-1.84, 0.24, -1.75], [-1.78, -0.02, -3.18], [-3.14, 1.06, -1.58], [-3.25, 1.66, -0.19], [-4.61, 1.86, 0.17], [-4.63, 2.35, 1.48], [-4.22, 1.32, 2.52], [-4.92, 3.48, 1.70], [-1.83, -1.09, -0.88], [-3.21, -1.29, -0.42], [-1.53, -2.72, -1.78], [-2.02, -3.96, -0.96], [0.00, -2.99, -2.17], [-2.35, -2.73, -3.17], [-3.79, -2.63, 3.87], [-3.14, -1.79, 5.26], [-2.29, -3.17, 4.60], [-1.67, -0.53, 4.00], [-2.79, -0.95, 2.66], [0.06, -1.63, 3.04], [-0.88, -3.07, 3.04], [-0.60, -2.91, 0.79], [-1.72, -0.24, 0.99], [0.27, 0.33, 2.45], [-0.57, 1.43, 1.51], [2.48, -0.46, 0.45], [1.62, -1.08, 1.83], [2.62, -2.99, 1.72], [2.34, -4.07, 0.37], [4.39, -3.60, -0.41], [3.81, -1.99, -0.81], [4.64, -1.10, 1.32], [4.77, -2.75, 1.98], [5.92, -2.17, 0.75], [2.67, -0.02, -1.87], [2.21, 1.63, 0.26], [2.14, 2.16, -1.39], [0.05, 3.16, 0.58], [0.66, 3.88, -0.96], [1.97, 5.14, 0.32], [2.97, 3.71, 0.62], [1.68, 4.21, 1.76], [-1.07, 2.03, -0.87], [-2.69, -0.29, -3.53], [-1.10, -0.72, -3.45], [-4.02, 0.52, -1.90], [-3.05, 1.89, -2.30], [-2.80, 2.67, -0.21], [-2.73, 1.07, 0.57], [-4.81, 1.50, 3.41], [-3.15, 1.46, 2.69], [-4.42, 0.33, 2.11], [-3.73, -1.95, -0.99], [-3.23, -1.57, 0.56], [-2.39, -3.69, -0.06], [0.23, -2.57, -3.01], [-3.10, -3.33, -3.02], [-1.76, 4.00, 3.52], [-1.45, 2.69, 3.06], [-2.82, 4.02, 3.77], [-1.18, 4.24, 4.41], [-1.57, 4.75, 2.75], [-0.50, 2.68, 2.83], [-6.38, 3.13, -2.96], [-6.85, 2.21, -1.97], [-7.17, 3.25, -3.70], [-6.16, 4.11, -2.51], [-5.48, 2.76, -3.46], [-6.15, 2.11, -1.32], [5.81, 0.04, 4.52], [6.15, -0.06, 3.14], [4.96, -0.60, 4.70], [6.64, -0.29, 5.15], [5.55, 1.07, 4.78], [6.91, 0.50, 2.98], [2.26, -3.18, 5.13], [3.45, -2.96, 4.37], [1.88, -2.21, 5.44], [1.50, -3.69, 4.53], [2.47, -3.78, 6.02], [3.78, -3.81, 4.10], [-5.69, -4.14, -0.47], [-5.35, -3.31, -1.59], [-4.78, -4.33, 0.09], [-6.41, -3.62, 0.17], [-6.11, -5.09, -0.81], [-6.16, -3.15, -2.09], [3.63, 5.68, -2.29], [3.21, 6.30, -1.08], [4.11, 4.74, -2.04], [2.78, 5.48, -2.94], [4.35, 6.31, -2.82], [2.79, 7.13, -1.31], [-1.17, 3.37, 7.29], [-1.16, 2.25, 6.42], [-0.80, 3.05, 8.26], [-0.52, 4.17, 6.91], [-2.18, 3.77, 7.41], [-1.49, 2.53, 5.57], [-1.20, -0.43, -6.99], [-0.24, -1.11, -6.18], [-0.71, 0.41, -7.47], [-1.59, -1.10, -7.75], [-2.03, -0.06, -6.37], [-0.70, -1.85, -5.78], [-7.22, -7.88, -2.50], [-6.17, -7.21, -1.81], [-8.10, -7.87, -1.85], [-7.47, -7.36, -3.43], [-6.95, -8.91, -2.72], [-5.40, -7.22, -2.38], [0.35, -5.81, 1.45], [1.11, -5.78, 2.66], [-0.29, -4.93, 1.44], [1.01, -5.78, 0.58], [-0.27, -6.70, 1.40], [1.67, -6.56, 2.67], [1.60, 1.81, 4.14], [1.45, 2.47, 2.87], [1.67, 2.58, 4.90], [0.74, 1.18, 4.36], [2.51, 1.21, 4.15], [1.40, 1.79, 2.18], [-4.51, 5.60, -5.56], [-3.86, 4.34, -5.39], [-4.56, 6.08, -4.58], [-3.94, 6.24, -6.24], [-5.52, 5.47, -5.95], [-3.82, 3.92, -6.25], [-1.95, -4.38, -7.59], [-1.73, -3.22, -8.40], [-1.97, -4.07, -6.55], [-2.91, -4.84, -7.84], [-1.15, -5.11, -7.73], [-1.71, -3.50, -9.31], [7.05, 2.51, -1.40], [6.23, 3.56, -1.89], [7.31, 1.86, -2.24], [7.97, 2.91, -0.97], [6.52, 1.92, -0.65], [6.02, 4.13, -1.14], [-1.90, -8.18, -5.99], [-1.98, -7.76, -7.35], [-1.96, -7.29, -5.37], [-2.74, -8.84, -5.74], [-0.96, -8.69, -5.79], [-1.93, -8.55, -7.90], [7.15, 5.66, 1.45], [7.79, 4.38, 1.41], [6.09, 5.51, 1.26], [7.28, 6.12, 2.42], [7.56, 6.31, 0.67], [8.72, 4.52, 1.59], [8.87, 6.34, 5.24], [9.16, 6.26, 3.85], [8.04, 5.66, 5.44], [9.72, 6.03, 5.84], [8.57, 7.35, 5.53], [9.90, 6.86, 3.68]], "e_homo_ha": -0.3980, "e_tot_ha": -4458.71558, "charge": 1, "orbital_gap_ev": 6.71}

No. 2
{"formula": "C36H124AsF6O26", "method": "ωB97M-V with the def2-TZVPD basis set", "symbols": ["As", "F", "F", "F", "F", "F", "F", "O", "H", "H", "O", "H", "H", "O", "H", "H", "O", "H", "H", "O", "H", "H", "O", "H", "H", "O", "H", "H", "O", "H", "H", "O", "H", "H", "O", "H", "H", "O", "H", "H", "O", "H", "H", "O", "H", "H", "O", "H", "H", "C", "C", "C", "O", "H", "H", "H", "H", "H", "H", "H", "H", "C", "C", "C", "O", "H", "H", "H", "H", "H", "H", "H", "H", "C", "C", "C", "O", "H", "H", "H", "H", "H", "H", "H", "H", "C", "C", "C", "O", "H", "H", "H", "H", "H", "H", "H", "H", "C", "C", "C", "O", "H", "H", "H", "H", "H", "H", "H", "H", "C", "C", "C", "O", "H", "H", "H", "H", "H", "H", "H", "H", "C", "C", "C", "O", "H", "H", "H", "H", "H", "H", "H", "H", "C", "C", "C", "O", "H", "H", "H", "H", "H", "H", "H", "H", "C", "C", "C", "O", "H", "H", "H", "H", "H", "H", "H", "H", "C", "C", "C", "O", "H", "H", "H", "H", "H", "H", "H", "H", "C", "C", "C", "O", "H", "H", "H", "H", "H", "H", "H", "H", "C", "C", "C", "O", "H", "H", "H", "H", "H", "H", "H", "H"], "xyz": [[-18.48, -4.28, -3.39], [-17.32, -3.74, -2.07], [-18.53, -2.57, -4.05], [-19.49, -4.84, -4.72], [-18.48, -5.99, -2.84], [-19.99, -3.96, -2.41], [-16.99, -4.72, -4.39], [-22.03, -4.72, -6.12], [-22.59, -4.14, -5.61], [-21.17, -4.64, -5.71], [-22.52, -5.01, -2.96], [-21.59, -4.91, -2.74], [-22.83, -4.13, -3.14], [-21.86, -5.36, -8.65], [-22.40, -4.67, -9.04], [-21.86, -5.17, -7.71], [-18.59, 2.18, -1.82], [-18.43, 1.68, -2.62], [-17.76, 2.15, -1.34], [-13.39, -4.88, -8.17], [-13.49, -5.67, -7.64], [-14.13, -4.32, -7.92], [-14.02, -1.44, -4.42], [-14.47, -1.59, -3.59], [-14.38, -0.62, -4.75], [-15.30, -1.77, -2.04], [-14.86, -1.47, -1.24], [-15.53, -2.68, -1.87], [-23.55, -2.89, -4.85], [-24.50, -2.79, -4.91], [-23.26, -2.11, -4.37], [-16.79, -7.06, -5.27], [-17.59, -7.56, -5.08], [-16.86, -6.28, -4.72], [-15.07, 0.97, -5.49], [-15.83, 0.88, -4.92], [-15.43, 1.23, -6.34], [-22.79, -6.89, -1.06], [-22.79, -6.18, -1.69], [-21.86, -7.09, -0.92], [-17.35, -0.08, -3.44], [-16.78, -0.48, -2.79], [-17.64, -0.80, -3.99], [-24.56, -6.28, -4.53], [-23.84, -5.91, -4.03], [-24.77, -5.61, -5.19], [-15.23, -3.34, -6.06], [-14.82, -2.73, -5.44], [-15.88, -3.81, -5.54], [-18.24, -4.89, -8.01], [-17.36, -5.84, -8.94], [-18.00, -7.24, -9.07], [-17.28, -5.28, -10.20], [-18.14, -5.28, -6.99], [-19.29, -4.90, -8.32], [-17.92, -3.85, -7.95], [-16.32, -5.96, -8.65], [-18.10, -7.77, -8.12], [-17.37, -7.97, -9.59], [-18.96, -6.99, -9.52], [-18.19, -5.05, -10.42], [-13.41, -8.19, -8.87], [-14.59, -8.24, -7.81], [-14.55, -9.54, -6.98], [-14.53, -7.19, -6.87], [-12.42, -8.46, -8.49], [-13.43, -7.33, -9.53], [-13.57, -9.02, -9.56], [-15.51, -8.17, -8.38], [-15.08, -10.33, -7.51], [-15.16, -9.34, -6.09], [-13.55, -9.91, -6.76], [-15.38, -7.17, -6.43], [-20.50, -9.78, -2.85], [-19.09, -9.36, -3.31], [-18.17, -10.54, -3.50], [-19.15, -8.64, -4.52], [-21.12, -8.98, -2.44], [-20.47, -10.54, -2.07], [-20.95, -10.15, -3.77], [-18.70, -8.69, -2.55], [-17.99, -11.01, -2.53], [-17.22, -10.21, -3.92], [-18.63, -11.25, -4.18], [-19.54, -7.78, -4.34], [-18.52, -0.40, -7.12], [-17.20, -0.37, -7.89], [-17.42, -1.02, -9.28], [-16.63, 0.96, -7.96], [-18.39, 0.08, -6.15], [-18.90, -1.41, -6.96], [-19.31, 0.10, -7.68], [-16.64, -1.10, -7.30], [-16.52, -1.47, -9.68], [-17.72, -0.27, -10.00], [-18.02, -1.93, -9.24], [-15.83, 0.76, -8.44], [-21.22, -1.30, -10.16], [-22.13, -2.04, -9.20], [-23.25, -1.12, -8.68], [-22.72, -3.02, -9.96], [-20.80, -0.40, -9.71], [-21.81, -0.96, -11.00], [-20.38, -1.90, -10.53], [-21.48, -2.47, -8.43], [-24.06, -1.67, -8.20], [-23.71, -0.58, -9.51], [-22.72, -0.40, -8.06], [-23.40, -2.61, -10.49], [-15.06, -8.21, -1.25], [-14.71, -9.63, -1.74], [-14.11, -9.60, -3.18], [-13.78, -10.17, -0.99], [-14.29, -7.45, -1.07], [-15.56, -8.23, -0.28], [-15.78, -7.77, -1.94], [-15.67, -10.15, -1.72], [-14.88, -9.09, -3.76], [-14.09, -10.54, -3.73], [-13.16, -9.07, -3.24], [-13.79, -11.12, -1.11], [-16.35, 1.11, 0.71], [-15.31, 2.05, 0.12], [-14.36, 1.35, -0.81], [-16.07, 2.96, -0.61], [-15.97, 0.60, 1.60], [-16.63, 0.34, -0.01], [-17.21, 1.69, 1.05], [-14.78, 2.62, 0.88], [-14.83, 1.18, -1.78], [-13.98, 0.44, -0.36], [-13.57, 2.09, -0.97], [-15.44, 3.47, -1.13], [-18.29, -6.17, 0.61], [-19.31, -7.29, 0.51], [-19.92, -7.65, 1.88], [-20.21, -6.96, -0.50], [-17.55, -6.42, 1.37], [-18.64, -5.17, 0.89], [-17.79, -6.15, -0.36], [-18.73, -8.14, 0.17], [-20.56, -6.83, 2.20], [-19.13, -7.74, 2.62], [-20.56, -8.53, 1.83], [-19.67, -6.62, -1.22], [-21.44, -2.04, 1.16], [-21.13, -1.44, -0.27], [-19.56, -1.34, -0.48], [-21.71, -2.25, -1.32], [-22.50, -2.17, 1.40], [-20.91, -1.41, 1.87], [-20.95, -3.01, 1.27], [-21.45, -0.40, -0.37], [-19.42, -1.01, -1.50], [-19.04, -2.27, -0.27], [-19.07, -0.69, 0.25], [-20.96, -2.76, -1.64], [-15.82, -2.99, 2.01], [-14.49, -3.53, 1.53], [-14.57, -4.94, 0.94], [-14.13, -2.66, 0.43], [-16.09, -3.60, 2.87], [-16.66, -3.00, 1.31], [-15.71, -1.95, 2.30], [-13.71, -3.57, 2.29], [-13.67, -5.19, 0.37], [-15.48, -5.15, 0.39], [-14.55, -5.66, 1.75], [-13.28, -2.94, 0.10], [-22.65, 0.75, -5.25], [-22.01, 0.18, -3.97], [-21.52, 1.34, -2.99], [-22.97, -0.65, -3.28], [-21.97, 1.28, -5.91], [-23.58, 1.31, -5.15], [-23.09, -0.07, -5.82], [-21.17, -0.47, -4.21], [-20.68, 1.91, -3.36], [-21.11, 0.86, -2.10], [-22.38, 1.90, -2.60], [-22.56, -1.11, -2.54], [-14.08, -4.88, -2.92], [-12.86, -5.73, -3.01], [-11.83, -5.32, -4.06], [-12.23, -5.71, -1.68], [-14.85, -5.49, -2.45], [-14.46, -4.44, -3.84], [-13.84, -3.99, -2.32], [-13.25, -6.67, -3.42], [-11.67, -4.26, -3.90], [-12.17, -5.49, -5.09], [-10.86, -5.81, -4.02], [-11.86, -6.58, -1.50]], "e_homo_ha": -0.2787, "e_tot_ha": -6237.42348, "charge": -1, "orbital_gap_ev": 8.21}

No. 3
{"formula": "C36H21Br5Cl5N4O4SbTi", "method": "ωB97M-V with the def2-TZVPD basis set", "symbols": ["Ti", "C", "C", "C", "C", "C", "C", "N", "Sb", "C", "C", "C", "C", "C", "C", "N", "C", "C", "C", "C", "C", "C", "N", "H", "H", "H", "H", "H", "H", "H", "H", "H", "H", "H", "H", "H", "H", "H", "H", "H", "H", "Cl", "C", "C", "C", "Cl", "C", "Cl", "C", "Cl", "C", "Cl", "Br", "C", "C", "Br", "C", "Br", "C", "O", "C", "O", "C", "Br", "Br", "C", "C", "N", "C", "C", "C", "C", "O", "O", "H", "H", "H"], "xyz": [[1.18, -0.01, -0.19], [-0.08, 0.74, 4.62], [-1.17, 1.40, 3.83], [-2.38, 1.79, 4.41], [-3.35, 2.38, 3.62], [-3.09, 2.57, 2.27], [-1.86, 2.14, 1.76], [-0.93, 1.60, 2.53], [-1.55, 2.64, -0.37], [-2.65, 1.18, -1.63], [-3.61, 1.71, -2.47], [-4.25, 0.87, -3.37], [-3.92, -0.47, -3.39], [-2.94, -0.93, -2.51], [-2.55, -2.38, -2.46], [-2.32, -0.10, -1.66], [0.41, 2.19, -1.26], [1.10, 3.32, -1.71], [1.99, 3.20, -2.76], [2.03, 1.99, -3.46], [1.32, 0.90, -3.01], [1.25, -0.38, -3.78], [0.62, 0.97, -1.84], [0.83, 1.34, 4.57], [0.15, -0.23, 4.20], [-0.37, 0.62, 5.67], [-2.55, 1.62, 5.47], [-4.29, 2.70, 4.05], [-3.82, 3.03, 1.62], [-3.86, 2.77, -2.43], [-5.00, 1.25, -4.05], [-4.40, -1.16, -4.07], [-3.38, -2.99, -2.11], [-1.70, -2.51, -1.79], [-2.27, -2.75, -3.45], [0.90, 4.27, -1.25], [2.59, 4.04, -3.07], [2.61, 1.90, -4.37], [0.82, -0.20, -4.77], [0.63, -1.10, -3.26], [2.24, -0.82, -3.92], [1.22, 3.48, 1.54], [2.32, 2.22, 1.98], [2.21, 0.90, 1.48], [3.17, 0.03, 2.03], [3.12, -1.63, 1.54], [4.14, 0.39, 2.95], [5.26, -0.78, 3.56], [4.22, 1.70, 3.39], [5.42, 2.18, 4.53], [3.30, 2.62, 2.90], [3.38, 4.25, 3.46], [6.95, -2.63, -2.91], [5.17, -2.37, -2.34], [4.25, -3.41, -2.39], [4.75, -5.10, -3.09], [2.94, -3.21, -1.93], [1.62, -4.56, -2.00], [2.55, -1.99, -1.41], [1.35, -1.71, -0.92], [3.48, -0.91, -1.38], [3.02, 0.22, -0.91], [4.77, -1.12, -1.85], [5.94, 0.36, -1.79], [-4.24, -5.19, 2.41], [-3.78, -3.42, 1.89], [-4.79, -2.51, 1.61], [-4.53, -1.26, 1.23], [-3.25, -0.90, 1.10], [-2.18, -1.74, 1.37], [-2.46, -3.04, 1.77], [-0.75, -1.33, 1.23], [0.11, -2.03, 1.73], [-0.49, -0.24, 0.56], [-5.84, -2.78, 1.70], [-3.08, 0.11, 0.77], [-1.64, -3.72, 1.97]], "s2": 0.7650, "de_lowest_kj_mol": 167.0, "e_homo_ha": [-0.1375, -0.1904], "multiplicity": 2, "e_tot_ha": -18165.36494, "charge": -1, "orbital_gap_ev": [5.94, 7.11]}